1.
This record from the Open Molecules 2025 dataset describes a cluster of 2 separate species, C5H14OS in total at a distorted geometry. The level of theory is ωB97M-V/def2-TZVPD.

Last column: natural (NBO) charge in e.
Atoms and positions in Å:
C  -1.2318  -0.8641  0.2060  -0.617
C  -0.4853  0.1870  1.0199  -0.410
C  1.0070  0.1963  0.7505  -0.408
C  1.4286  0.6601  -0.6765  -0.534
S  0.1812  1.4602  -1.7196  0.168
C  0.7799  3.1800  -1.6901  -0.730
H  -0.7454  -1.8342  0.2885  0.187
H  -1.4616  -0.5967  -0.8260  0.221
H  -2.2246  -1.0655  0.6263  0.208
H  -0.9825  1.1608  0.9561  0.214
H  -0.6681  -0.0115  2.0799  0.204
H  1.5276  0.8942  1.4051  0.205
H  1.4141  -0.7989  0.9206  0.205
H  1.8900  -0.1408  -1.2424  0.220
H  2.1735  1.4285  -0.5573  0.216
H  1.7166  3.3005  -2.2299  0.211
H  -0.0166  3.7737  -2.1407  0.230
H  0.9284  3.4329  -0.6472  0.210
O  -1.5420  -5.0732  1.0185  -0.942
H  -2.2946  -5.1504  1.6159  0.471
H  -1.3945  -4.1390  0.8425  0.471

Cartesian forces, eV/Å:
-0.99 -0.20 0.42
-0.65 -0.10 0.65
0.03 0.78 -0.67
-0.18 -0.06 0.15
-0.07 0.11 -0.31
-0.19 -0.62 0.11
0.39 -0.04 -0.39
0.57 -0.04 -0.06
0.02 0.28 0.17
0.39 0.06 -0.65
0.34 -0.43 0.10
-0.19 -0.18 0.45
0.02 -0.06 0.10
-0.06 -0.16 -0.10
0.51 0.13 -0.05
-0.06 -0.01 -0.12
0.21 0.11 0.12
-0.07 0.41 0.09
0.08 -0.22 -0.03
0.14 0.26 -0.13
-0.22 -0.02 0.15

Results
LUMO, Eh: 0.0310
Largest force on an atom, eV Å⁻¹: 1.1
E, hartree: -672.30601
Orbital gap, eV: 9.3
Spin multiplicity: 1
Relative energy (zero: lowest compared OMol25 entry of this formula, charge and spin), kJ/mol: 36.1

---

2.
This record from the Open Molecules 2025 dataset describes a cluster of 2 separate species, C5H14S in total. The level of theory is ωB97M-V/def2-TZVPD.

Last column: natural (NBO) charge in e.
Atoms and positions in Å:
C  4.0661  0.7171  0.1809  -0.704
C  2.8658  1.0259  -0.6888  -0.695
S  1.3388  0.3253  0.0617  -0.371
H  4.0080  -0.3131  0.5354  0.209
H  5.0445  0.8921  -0.2735  0.190
H  4.0232  1.2956  1.1110  0.190
H  2.9099  0.7026  -1.7326  0.180
H  2.7605  2.1107  -0.7846  0.193
H  1.6431  -0.9408  -0.3907  -0.067
C  -2.0553  -0.3375  0.5363  -0.669
C  -3.4658  -0.8994  0.6667  -0.405
C  -4.1588  -1.0142  -0.6869  -0.637
H  -2.0457  0.6641  0.0893  0.201
H  -1.5261  -0.2316  1.4808  0.211
H  -1.4301  -0.9104  -0.1460  0.215
H  -3.4550  -1.8695  1.1690  0.187
H  -4.0233  -0.2092  1.3043  0.178
H  -5.1937  -1.3384  -0.6250  0.193
H  -3.5913  -1.7090  -1.3096  0.202
H  -4.0300  -0.0531  -1.1903  0.200

Cartesian forces, eV/Å:
0.15 -0.33 0.57
-0.37 0.54 0.08
0.28 0.64 -0.26
0.21 -0.17 -0.31
-0.08 0.02 -0.22
-0.09 0.20 -0.15
0.26 -0.52 0.16
-0.32 -0.07 0.22
-0.05 -0.29 -0.11
0.20 0.30 -0.42
0.04 0.25 0.16
0.99 0.11 -0.04
-0.26 -0.03 0.08
-0.03 -0.21 0.15
0.06 -0.31 0.09
0.04 0.00 0.04
-0.21 -0.10 0.11
-0.14 0.13 -0.06
-0.16 -0.21 -0.02
-0.54 0.05 -0.08

Results
LUMO (spin up / spin down), Eh: 0.1311 / 0.1296
Largest force on an atom, eV Å⁻¹: 1.0
E, hartree: -597.02199
Net charge: -1
Orbital gap (spin up / spin down), eV: 2.3 / 8.3
⟨S²⟩: 0.751
Spin multiplicity: 2
Relative energy (zero: lowest compared OMol25 entry of this formula, charge and spin), kJ/mol: 13.7

---

3.
This record from the Open Molecules 2025 dataset describes a cluster of 2 separate species, C5H14S in total at a distorted geometry. The level of theory is ωB97M-V/def2-TZVPD.

Last column: natural (NBO) charge in e.
Atoms and positions in Å:
C  0.9294  -1.3451  1.3036  -0.610
C  1.7498  -2.6313  1.2948  -0.390
C  2.0630  -3.1293  -0.1289  -0.607
H  -0.0426  -1.4463  0.8221  0.208
H  0.8014  -1.0503  2.3491  0.207
H  1.3837  -0.4688  0.8297  0.197
H  2.6956  -2.4138  1.8028  0.190
H  1.2677  -3.3806  1.9238  0.195
H  2.8705  -3.8532  -0.0714  0.208
H  2.4362  -2.2575  -0.6741  0.198
H  1.1648  -3.4411  -0.6568  0.205
C  -2.1903  3.7352  -0.8707  -0.617
C  -2.1870  2.2654  -1.3148  -0.517
S  -1.1177  1.2326  -0.2863  -0.043
H  -1.3119  4.3505  -1.0491  0.209
H  -3.0186  4.2510  -1.3719  0.205
H  -2.4372  3.7898  0.1876  0.211
H  -1.9768  2.2181  -2.3761  0.216
H  -3.1541  1.8747  -1.0030  0.219
H  0.0741  1.7000  -0.7106  0.116

Cartesian forces, eV/Å:
-0.16 0.21 0.53
0.35 0.48 -0.43
0.07 1.00 0.80
-0.12 -0.20 0.14
-0.38 0.06 -0.08
0.41 -0.36 -0.17
0.03 -0.07 -0.08
-0.16 -0.13 -0.20
-0.25 -0.41 -0.40
0.13 -0.13 -0.12
0.10 -0.47 0.03
-0.93 0.23 0.06
0.31 1.13 1.04
0.56 -0.13 -0.28
0.35 -0.43 -0.11
0.08 -0.05 -0.11
0.19 0.00 0.15
-0.18 -0.56 -0.10
-0.22 -0.12 -0.74
-0.18 -0.05 0.09

Results
LUMO, Eh: 0.0376
Largest force on an atom, eV Å⁻¹: 1.6
E, hartree: -597.06515
Orbital gap, eV: 10.1
Spin multiplicity: 1
Relative energy (zero: lowest compared OMol25 entry of this formula, charge and spin), kJ/mol: 31.9

---

4.
This record from the Open Molecules 2025 dataset describes a cluster of 2 separate species, C5H14S in total at a distorted geometry. The level of theory is ωB97M-V/def2-TZVPD.

Last column: natural (NBO) charge in e.
Atoms and positions in Å:
C  -1.6613  -0.4773  2.6412  -0.628
C  -0.8122  0.4013  1.6541  -0.554
S  0.9549  0.4573  1.8001  0.200
C  1.3178  -1.2026  1.1581  -0.752
H  -1.0429  -1.0781  3.3032  0.214
H  -2.2971  -1.0722  1.9968  0.212
H  -2.1783  0.2212  3.2886  0.213
H  -0.9715  0.0286  0.6370  0.205
H  -1.2514  1.3959  1.6381  0.228
H  1.8354  -1.1442  0.2061  0.219
H  1.9050  -1.8262  1.8371  0.224
H  0.3731  -1.7465  1.1480  0.221
C  0.4581  0.2143  -3.2088  -0.608
C  0.4864  1.2788  -2.0730  -0.622
H  1.4896  -0.1317  -3.2946  0.200
H  -0.1138  -0.6640  -2.9039  0.197
H  0.1264  0.5725  -4.1758  0.204
H  1.3284  1.0655  -1.4335  0.215
H  -0.4732  1.4784  -1.5935  0.204
H  0.5269  2.2289  -2.6254  0.206

Cartesian forces, eV/Å:
1.25 1.03 -0.55
-1.16 -0.72 -0.48
0.72 0.04 0.54
-0.13 -0.37 0.70
0.08 -0.30 -0.23
-0.46 -0.23 0.53
-0.58 -0.22 0.04
-0.15 0.05 0.06
0.44 0.27 0.11
-0.28 -0.13 -0.20
0.30 0.50 0.10
-0.02 0.09 -0.65
0.33 -0.37 1.29
-1.02 0.60 -2.21
-0.04 -0.05 -0.41
-0.14 0.01 -0.22
-0.19 0.11 0.00
-0.12 0.49 0.51
0.09 -0.88 0.59
1.07 0.09 0.46

Results
LUMO, Eh: 0.0355
Largest force on an atom, eV Å⁻¹: 2.5
E, hartree: -597.04651
Orbital gap, eV: 9.4
Spin multiplicity: 1
Relative energy (zero: lowest compared OMol25 entry of this formula, charge and spin), kJ/mol: 80.8

---

5.
This record from the Open Molecules 2025 dataset describes a cluster of 2 separate species, C5H14S in total at a distorted geometry. The level of theory is ωB97M-V/def2-TZVPD.

Last column: natural (NBO) charge in e.
Atoms and positions in Å:
C  1.5788  2.1139  -0.1140  -0.648
C  0.9827  0.7272  0.1929  -0.579
S  2.1339  -0.6272  0.3719  0.220
C  2.9202  -0.7294  -1.1904  -0.792
H  0.8176  3.0040  -0.2468  0.233
H  1.8017  2.0150  -1.2921  0.191
H  2.6463  2.3660  0.4266  0.238
H  0.5906  0.9854  1.1955  0.238
H  0.2117  0.3330  -0.5334  0.219
H  4.0131  -1.1827  -1.0554  0.240
H  2.3856  -1.4181  -1.8496  0.213
H  3.0089  0.2639  -1.6689  0.227
C  -2.6152  -0.9400  1.3864  -0.609
C  -3.1997  -1.0433  0.0064  -0.606
H  -1.5846  -1.2990  1.3931  0.207
H  -2.5426  0.1421  1.6377  0.195
H  -3.1886  -1.4190  2.2814  0.204
H  -4.0833  -0.4167  -0.1103  0.205
H  -3.4328  -2.1758  -0.1274  0.202
H  -2.4444  -0.6996  -0.7035  0.203

Cartesian forces, eV/Å:
1.67 1.03 -4.21
-0.75 1.10 0.64
0.24 -0.09 1.74
2.36 -0.67 -1.14
1.39 -1.77 1.25
0.31 0.52 2.35
-3.08 -0.58 -1.16
-0.45 -1.44 -0.29
0.44 1.19 0.88
-2.33 1.09 -0.17
0.07 0.19 -0.10
0.11 -0.58 0.22
-0.15 1.01 2.23
-0.39 -2.28 0.10
-0.11 -0.24 0.16
0.05 -0.56 0.11
0.81 0.62 -1.87
-0.14 -0.32 -0.06
0.16 2.06 -0.49
-0.18 -0.27 -0.18

Results
LUMO, Eh: 0.0334
Largest force on an atom, eV Å⁻¹: 4.6
E, hartree: -597.01408
Orbital gap, eV: 9.4
Spin multiplicity: 1
Relative energy (zero: lowest compared OMol25 entry of this formula, charge and spin), kJ/mol: 166.0